Entry 1:
The following is a DFT calculation (ωB97M-V/def2-TZVPD) of an isolated ion of composition C36H35ClN3O and charge +1.

Each line ends with the Löwdin charge.
Cartesian coordinates (Å):
H (-6.727, -0.501, -0.600)  0.12
C (-1.621, 1.098, 3.245)  0.00
C (-2.726, -1.940, -0.280)  -0.14
C (-3.740, 0.250, -0.835)  -0.15
H (-4.495, 2.287, 4.623)  0.12
H (2.325, 1.831, -0.360)  0.10
N (-1.570, 1.818, 2.092)  0.06
C (0.948, 1.822, 1.873)  -0.30
H (-0.505, 2.921, 0.745)  0.11
C (-0.151, 0.946, -0.143)  -0.09
H (-2.446, 1.956, -0.768)  0.12
O (1.177, 0.845, 2.609)  0.09
H (-4.620, 3.280, 2.278)  0.13
H (5.119, 1.474, -1.494)  0.12
H (-2.972, -3.829, 0.700)  0.12
H (-6.396, -0.690, -2.329)  0.12
C (4.138, 4.346, 0.505)  -0.04
C (2.821, 4.685, 0.207)  -0.06
C (-0.339, 1.929, 1.130)  -0.07
C (3.542, -1.167, -1.232)  -0.16
H (5.245, 1.043, 0.200)  0.10
N (4.793, -1.638, -1.417)  -0.08
C (-3.765, 2.688, 2.620)  0.00
H (0.241, -1.788, -1.296)  0.10
H (-0.726, -1.809, 0.510)  0.12
H (6.393, -0.407, -2.094)  0.12
H (-5.866, -3.145, 0.073)  0.13
H (-6.171, -3.176, -1.688)  0.13
C (2.575, -3.286, -1.951)  -0.13
H (-5.009, 1.195, -2.286)  0.12
H (4.980, 4.927, 0.103)  0.12
H (6.492, -0.881, -0.386)  0.12
H (-0.733, 0.520, 3.484)  0.13
H (5.411, -2.970, -2.873)  0.13
C (-3.722, 2.117, 3.891)  -0.03
N (-5.000, -1.612, -1.061)  -0.09
C (-2.675, 2.549, 1.777)  -0.02
C (4.385, 3.263, 1.375)  -0.07
C (1.761, 3.977, 0.757)  -0.04
C (-1.542, -1.275, 0.045)  0.01
H (4.122, -4.820, -2.075)  0.11
H (3.913, -4.122, -0.495)  0.12
C (2.378, -1.908, -1.394)  -0.14
C (-2.645, 1.268, 4.168)  -0.63
H (1.775, -3.943, -1.589)  0.12
H (-2.062, -3.911, -0.795)  0.12
C (1.165, -1.259, -1.091)  0.03
C (5.126, -2.986, -1.808)  -0.16
C (5.785, -0.599, -1.190)  -0.11
C (-5.922, -0.534, -1.352)  -0.12
C (2.333, 0.766, -0.555)  0.00
H (3.514, 1.618, 2.485)  0.14
H (5.416, 3.006, 1.631)  0.12
C (-3.792, -1.145, -0.705)  -0.15
C (-5.400, -2.995, -0.925)  -0.15
C (4.965, 0.650, -0.786)  -0.09
C (-5.048, 0.739, -1.294)  -0.09
H (6.012, -3.278, -1.229)  0.13
C (-4.188, -3.886, -1.093)  -0.15
C (1.995, 2.827, 1.526)  -0.18
C (1.132, 0.052, -0.516)  -0.12
H (2.513, -3.293, -3.054)  0.13
H (-5.459, 1.487, -0.614)  0.11
C (-2.917, -3.410, -0.319)  -0.12
Cl (-2.572, 0.449, 5.659)  0.78
H (-0.160, 1.719, -0.963)  0.16
C (3.325, 2.510, 1.865)  -0.02
H (-2.631, 3.081, 0.823)  0.13
C (-2.523, 0.874, -0.630)  -0.01
C (-1.424, 0.099, -0.218)  -0.20
H (2.611, 5.508, -0.474)  0.11
H (0.757, 4.330, 0.569)  0.11
H (-4.470, -4.898, -0.787)  0.11
C (3.946, -3.884, -1.556)  -0.16
H (-3.966, -3.930, -2.163)  0.12
C (3.566, 0.170, -0.805)  -0.13

Results
DFT total energy = -56933.1413 eV
HOMO = -8.96 eV
structure (SMILES) = O=C(c1ccccc1)[C@@H](C(c1cc2c3c(c1)CCN3CCC2)c1cc2c3c(c1)CCN3CCC2)[n+]1cccc(Cl)c1
charge = +1
LUMO level = -3.82 eV

=====

Entry 2:
The following is a DFT calculation (ωB97M-V/def2-TZVPD) of C33H19N5O15S2Zr as an isolated structure.

Each line ends with the Löwdin charge.
Cartesian coordinates (Å):
C (-5.304, 1.586, -1.048)  -0.08
C (-1.732, 5.528, -1.085)  -0.05
C (-1.216, -1.529, 2.748)  -0.09
H (-4.649, -5.008, 1.200)  0.11
H (-5.104, 1.954, -2.048)  0.11
O (-6.302, -0.333, 4.713)  -0.37
H (-1.315, 6.174, -1.845)  0.12
C (-2.064, 6.033, 0.161)  -0.05
C (-4.494, 0.831, 1.114)  -0.07
O (5.359, -2.943, -0.627)  0.19
C (-6.606, 1.382, -0.616)  -0.06
C (-2.589, 5.204, 1.151)  -0.05
C (2.907, -0.717, 0.580)  -0.25
C (-2.792, 3.861, 0.892)  -0.06
H (-3.272, -3.226, 0.044)  0.13
N (-5.129, -2.436, 3.319)  0.17
C (-4.511, -3.259, 2.474)  -0.24
C (-5.802, 0.648, 1.539)  -0.02
S (-2.607, 1.637, -0.719)  1.15
O (0.092, 1.166, 2.938)  -0.07
H (-0.592, -1.040, 3.482)  0.11
O (-7.926, -1.978, 5.516)  -0.33
O (-8.257, -0.838, 3.361)  -0.35
H (-0.091, 2.827, 1.217)  0.12
O (5.490, 3.973, 2.864)  0.11
C (-6.436, -2.609, 3.485)  -0.33
C (0.986, 2.977, 1.303)  -0.04
H (-7.429, 1.586, -1.287)  0.11
O (1.256, 1.887, 4.601)  0.22
O (0.456, 1.752, -0.982)  -0.19
H (-7.068, -5.311, 1.816)  0.11
H (-1.287, -1.875, -0.513)  0.12
O (2.728, -3.093, -2.003)  0.16
C (3.028, -2.355, -1.107)  -0.25
C (-4.267, 1.307, -0.169)  -0.39
N (-7.144, -3.615, 2.969)  0.14
C (-5.150, -4.325, 1.873)  0.00
H (-3.224, 3.206, 1.639)  0.12
H (3.650, 3.962, -0.530)  0.15
N (-0.857, -1.385, 1.456)  -0.08
H (-7.867, 0.762, 1.017)  0.12
C (3.046, 3.687, 0.323)  0.12
Zr (0.298, 0.455, 0.696)  1.94
C (3.606, 3.649, 1.589)  -0.07
C (2.950, 3.149, 2.703)  0.12
H (-2.670, -2.206, 4.162)  0.13
C (-1.588, -2.015, 0.518)  -0.11
O (2.254, 0.212, 1.276)  -0.18
N (0.958, 1.924, 3.454)  -0.27
C (2.214, -1.344, -0.413)  -0.24
C (-2.352, -2.200, 3.129)  0.03
C (-2.452, 3.368, -0.365)  -0.39
O (0.962, -0.968, -0.610)  -0.17
C (-2.694, -2.772, 0.837)  0.03
H (-5.998, 0.321, 2.555)  0.08
S (-7.338, -1.297, 4.388)  0.40
H (3.477, 2.975, 3.630)  0.15
C (4.296, -1.166, 0.684)  -0.26
O (-1.771, 0.973, 0.408)  -0.66
C (1.065, 2.909, -1.136)  -0.55
N (5.028, 4.044, 1.748)  -0.34
C (-3.140, -2.801, 2.153)  -0.12
C (1.632, 2.803, 2.515)  -0.13
H (-1.917, 7.085, 0.370)  0.11
O (5.167, -0.782, 1.418)  0.15
C (1.718, 3.302, 0.178)  -0.07
C (-1.922, 4.178, -1.357)  -0.08
C (-6.853, 0.918, 0.672)  -0.03
C (4.400, -2.279, -0.388)  -0.21
O (5.607, 4.411, 0.753)  0.12
O (1.123, 3.569, -2.136)  0.13
H (-1.631, 3.758, -2.312)  0.12
H (-2.857, 5.612, 2.116)  0.11
H (-3.671, 0.620, 1.784)  0.11
C (-6.494, -4.476, 2.202)  -0.10

Results
DFT total energy = -95639.1659 eV
HOMO = -8.11 eV
energy relative to the best compared isomer or geometry (same formula, charge and spin) = 0.00 kcal/mol
charge = 0
LUMO level = -3.56 eV

=====

Entry 3:
The following is a DFT calculation (ωB97M-V/def2-TZVPD) of a 4-piece molecular cluster, C4H16O3S overall.

Each line ends with the natural charge from an NBO analysis.
Cartesian coordinates (Å):
S (-1.683, -1.298, -1.224)  0.17
H (1.262, -1.028, -2.240)  0.20
H (-1.553, 3.301, 0.030)  0.47
H (0.009, -2.878, -1.350)  0.22
H (0.835, 0.045, -0.966)  0.21
O (-1.066, -0.205, 3.469)  -0.94
H (2.009, 2.320, -3.135)  0.47
H (2.238, -1.331, 0.636)  0.20
H (-0.268, -0.214, 4.009)  0.47
H (0.059, -2.281, 0.236)  0.22
H (3.185, -0.658, -0.699)  0.21
H (2.754, -2.346, -0.654)  0.20
H (2.158, 3.176, -1.840)  0.47
H (-1.706, 0.173, 4.074)  0.47
O (-1.651, 3.904, 0.726)  -0.94
H (-1.568, -0.320, 1.016)  0.23
O (1.597, 3.003, -2.600)  -0.94
C (-0.052, -1.943, -0.798)  -0.54
C (-2.328, -0.778, 0.402)  -0.73
H (-3.120, -0.089, 0.101)  0.22
H (-1.738, 3.379, 1.526)  0.47
C (1.083, -1.001, -1.160)  -0.41
H (-2.840, -1.584, 0.887)  0.21
C (2.384, -1.348, -0.448)  -0.60

Results
DFT total energy = -21384.8534 eV
HOMO = -8.31 eV
energy relative to the best compared isomer or geometry (same formula, charge and spin) = 14.77 kcal/mol
structure (SMILES) = CCCSC.O.O.O
charge = 0
LUMO level = 0.35 eV